No. 1
C28H25Cl4N6O2ReS | wB97M-V/def2-TZVPD

As for the net charge: +1. The calculation puts the LUMO energy (alpha / beta) at -4.967 / -4.052 eV. The value obtained for the energy above the lowest of the compared OMol25 structures with the same formula, charge and spin is 18.5 kcal/mol. For the orbital gap (alpha / beta), the calculation gives 5.51 / 6.55 eV. The value obtained for the total energy is -105528.94850 eV. The expectation value of S² is 1.018. As for the spin multiplicity: 2.

Last column: Mulliken spin population.
Geometry (Å):
Re -0.46 -0.31 0.17  1.227
Cl -6.16 -1.24 3.91  -0.005
C -4.97 -0.55 2.88  -0.017
C -3.80 -1.23 2.67  0.005
C -2.83 -0.69 1.82  -0.092
N -1.57 -1.21 1.59  -0.144
C -0.90 -1.97 2.57  -0.006
O -1.33 -2.89 3.20  -0.029
C 0.47 -1.37 2.79  0.040
C 1.23 -1.73 3.88  -0.012
C 2.36 -0.98 4.17  0.010
C 2.68 0.09 3.36  -0.011
C 1.89 0.36 2.26  0.019
N 0.79 -0.35 1.98  0.035
C -3.05 0.57 1.20  -0.060
C -4.25 1.25 1.42  0.018
C -5.20 0.69 2.24  -0.035
Cl -6.67 1.54 2.49  -0.008
N -1.96 1.00 0.46  -0.119
C -1.92 2.20 -0.24  0.001
O -2.73 3.09 -0.22  0.001
C -0.71 2.30 -1.13  0.067
C -0.56 3.39 -1.95  -0.007
C 0.49 3.42 -2.85  0.022
C 1.35 2.34 -2.90  -0.014
C 1.15 1.28 -2.04  0.037
N 0.14 1.25 -1.15  -0.043
H -3.64 -2.19 3.14  0.002
H 0.90 -2.57 4.49  -0.001
H 2.97 -1.22 5.04  0.000
H 3.55 0.71 3.56  0.001
H 2.12 1.17 1.58  0.001
H -4.43 2.20 0.96  0.003
H -1.28 4.19 -1.87  0.000
H 0.63 4.27 -3.52  0.000
H 2.17 2.30 -3.62  0.000
H 1.80 0.42 -2.07  0.004
Cl -1.08 -4.20 -0.92  -0.002
C -0.67 -3.46 -2.43  -0.008
C -0.01 -4.24 -3.37  0.003
C 0.32 -3.69 -4.60  -0.004
C -0.01 -2.38 -4.89  0.003
C -0.68 -1.61 -3.96  0.009
Cl -1.13 0.00 -4.41  0.003
C -1.02 -2.11 -2.69  0.014
S -1.95 -1.15 -1.53  0.053
H 0.23 -5.27 -3.14  0.000
H 0.83 -4.30 -5.34  0.000
H 0.24 -1.96 -5.86  0.000
C 3.06 -3.55 -1.45  0.000
C 3.58 -2.45 -0.52  -0.001
C 4.76 -1.74 -1.19  0.000
C 4.02 -3.06 0.81  0.000
N 2.56 -1.39 -0.24  0.012
N 1.20 -1.79 -0.41  0.029
H 3.87 -4.24 -1.67  0.000
H 2.70 -3.14 -2.40  0.000
H 2.26 -4.13 -0.99  0.000
H 5.59 -2.44 -1.33  0.000
H 5.11 -0.91 -0.57  0.000
H 4.47 -1.35 -2.17  0.000
H 4.76 -3.85 0.65  0.000
H 3.17 -3.48 1.34  0.000
H 4.47 -2.29 1.44  0.000
H 2.73 -0.59 -0.82  0.000
H 1.06 -2.59 0.19  0.001
H 1.04 -2.15 -1.34  -0.005

---

No. 2
C28H25CoN5O2 | wB97M-V/def2-TZVPD

As for the net charge: 0. The calculation puts the LUMO energy (alpha / beta) at 0.441 / 0.405 eV. The value obtained for the energy above the lowest of the compared OMol25 structures with the same formula, charge and spin is 17.0 kcal/mol. For the orbital gap (alpha / beta), the calculation gives 7.12 / 7.07 eV. The value obtained for the total energy is -78614.97765 eV. The expectation value of S² is 3.759. As for the spin multiplicity: 4.

Last column: Mulliken spin population.
Geometry (Å):
Co -0.06 0.21 -0.66  2.785
C -0.95 -5.59 3.13  0.000
C -0.70 -4.18 2.66  0.001
C 0.32 -3.40 3.20  -0.002
C 0.56 -2.13 2.74  0.013
C -0.21 -1.53 1.72  0.007
N 0.11 -0.26 1.26  0.087
C 0.52 0.71 2.16  -0.036
C -0.09 0.80 3.43  0.012
C 0.23 1.76 4.35  -0.005
C 1.18 2.74 4.06  0.008
C 1.52 3.83 5.04  0.000
C 1.78 2.69 2.82  -0.002
C 1.47 1.70 1.87  -0.005
N 2.20 1.75 0.63  -0.013
C 3.24 2.56 0.31  0.008
C 3.66 2.24 -0.95  0.000
C 2.82 1.20 -1.35  0.009
N 1.95 0.91 -0.39  0.029
C -1.24 -2.32 1.19  0.012
C -1.46 -3.61 1.66  0.000
N -2.14 -1.84 0.16  -0.010
C -3.22 -2.47 -0.34  0.009
C -3.83 -1.64 -1.24  -0.002
C -3.04 -0.49 -1.24  0.007
N -2.03 -0.61 -0.39  0.018
H -0.67 -5.71 4.18  0.000
H -0.37 -6.31 2.55  0.000
H -2.01 -5.86 3.03  0.000
H 0.95 -3.81 3.99  0.000
H 1.38 -1.55 3.15  0.000
H -0.85 0.06 3.66  0.000
H -0.27 1.77 5.31  0.000
H 1.39 3.49 6.07  0.000
H 0.88 4.70 4.90  0.001
H 2.56 4.16 4.93  0.000
H 2.51 3.45 2.58  0.000
H 3.61 3.31 0.99  0.000
H 4.47 2.69 -1.50  0.000
H 2.79 0.65 -2.28  0.001
H -2.25 -4.21 1.23  0.000
H -3.50 -3.46 -0.03  0.000
H -4.72 -1.83 -1.81  0.000
H -3.14 0.43 -1.80  0.001
C -0.78 -1.76 -4.42  0.004
C -0.33 -0.65 -3.51  -0.006
O 0.00 -0.96 -2.36  0.025
C -0.27 0.72 -4.01  -0.007
C -0.22 0.93 -5.41  -0.003
C -0.09 2.18 -5.95  0.002
C -0.02 3.29 -5.07  0.000
C -0.10 3.13 -3.72  0.010
C -0.26 1.84 -3.13  -0.003
O -0.40 1.76 -1.85  0.045
H -0.93 -2.66 -3.82  0.000
H -0.03 -1.97 -5.18  0.000
H -1.70 -1.49 -4.93  0.001
H -0.25 0.08 -6.07  0.000
H -0.03 2.32 -7.02  0.000
H 0.10 4.28 -5.48  0.000
H -0.06 3.97 -3.04  0.000

---

No. 3
C28H25N3O4ReS2 | wB97M-V/def2-TZVPD

As for the net charge: +4. The calculation puts the LUMO energy (alpha / beta) at -15.840 / -15.394 eV. The value obtained for the energy above the lowest of the compared OMol25 structures with the same formula, charge and spin is 56.9 kcal/mol. For the orbital gap (alpha / beta), the calculation gives 4.28 / 4.72 eV. The value obtained for the total energy is -65854.97049 eV. The expectation value of S² is 0.768. As for the spin multiplicity: 2.

Last column: Mulliken spin population.
Geometry (Å):
Re 0.13 0.18 -0.69  1.015
O -0.57 -7.37 -1.24  -0.002
N -1.30 -6.42 -1.29  0.000
O -2.51 -6.40 -1.35  0.001
C -0.61 -5.07 -1.24  -0.005
C 0.74 -5.09 -1.12  -0.003
C 1.49 -3.89 -1.01  0.001
C 2.91 -3.81 -1.01  0.014
C 3.51 -2.57 -0.94  -0.002
C 2.74 -1.43 -0.83  0.016
N 1.39 -1.47 -0.82  -0.027
C 0.79 -2.69 -0.94  -0.002
C -0.61 -2.66 -1.10  -0.030
N -1.16 -1.41 -1.11  0.005
C -2.46 -1.28 -1.44  -0.018
C -3.25 -2.39 -1.73  -0.007
C -2.72 -3.66 -1.66  -0.002
C -1.35 -3.84 -1.32  0.008
H 1.25 -6.05 -1.10  0.000
H 3.50 -4.72 -1.08  0.000
H 4.59 -2.48 -0.98  0.000
H 3.21 -0.46 -0.75  -0.007
H -2.87 -0.28 -1.51  0.001
H -4.28 -2.24 -2.02  0.000
H -3.34 -4.52 -1.88  0.000
O 0.20 -0.01 1.35  -0.004
S -0.51 0.12 2.75  -0.003
C -0.50 1.91 3.19  -0.002
C -0.64 2.89 2.03  0.002
C 0.71 3.39 1.48  0.004
C 0.51 4.39 0.34  0.000
S 0.53 3.62 -1.34  0.002
O 0.16 2.11 -1.04  0.026
C 2.30 3.61 -1.64  0.000
C 2.81 4.73 -2.28  0.000
C 4.18 4.80 -2.52  0.000
C 5.00 3.74 -2.14  0.000
C 4.47 2.63 -1.49  0.001
C 3.11 2.56 -1.25  0.007
C -2.26 -0.17 2.53  0.003
C -2.89 -0.90 3.53  0.001
C -4.27 -1.04 3.47  0.000
C -4.99 -0.48 2.43  0.002
C -4.34 0.25 1.43  0.003
C -2.97 0.40 1.47  0.004
H 0.42 2.06 3.75  0.000
H -1.34 1.98 3.88  0.000
H -1.19 3.75 2.41  0.000
H -1.24 2.46 1.23  -0.003
H 1.35 2.56 1.17  0.002
H 1.24 3.91 2.28  0.000
H 1.32 5.12 0.29  0.000
H -0.44 4.92 0.42  -0.001
H 2.17 5.55 -2.60  0.000
H 4.60 5.66 -3.01  0.000
H 6.06 3.78 -2.36  0.000
H 5.13 1.84 -1.16  0.000
H 2.68 1.70 -0.74  -0.004
H -2.33 -1.35 4.34  0.000
H -4.79 -1.58 4.26  0.000
H -6.07 -0.61 2.38  0.000
H -4.92 0.72 0.64  0.000
H -2.46 0.97 0.70  0.004

---

No. 4
C28H25N3O4SiV | wB97M-V/def2-TZVPD

As for the net charge: +1. The calculation puts the LUMO energy (alpha / beta) at -4.389 / -4.930 eV. The value obtained for the energy above the lowest of the compared OMol25 structures with the same formula, charge and spin is 5.6 kcal/mol. For the orbital gap (alpha / beta), the calculation gives 7.11 / 6.55 eV. The value obtained for the total energy is -75663.16092 eV. As for the spin multiplicity: 1.

Last column: natural (NBO) charge in e.
Geometry (Å):
V 0.51 -0.11 0.16  1.299
O 1.71 -0.10 1.48  -0.631
C 1.85 0.27 2.76  0.420
C 2.85 -0.28 3.55  -0.269
C 2.98 0.11 4.86  -0.134
C 2.11 1.06 5.42  -0.225
C 1.13 1.62 4.64  -0.121
C 0.98 1.23 3.30  -0.232
C -0.03 1.83 2.48  0.231
N -0.34 1.43 1.29  -0.352
N -1.33 2.18 0.66  -0.347
C -1.42 1.79 -0.56  0.554
O -0.61 0.81 -0.98  -0.683
C -2.36 2.40 -1.50  -0.086
C -2.40 1.93 -2.82  -0.180
C -3.29 2.50 -3.72  -0.213
C -4.14 3.51 -3.31  -0.167
C -4.10 3.97 -1.99  -0.209
C -3.21 3.42 -1.09  -0.163
H 3.50 -1.02 3.11  0.242
H 3.75 -0.33 5.47  0.235
H 2.22 1.36 6.45  0.238
H 0.46 2.37 5.04  0.229
H -0.58 2.68 2.87  0.228
H -1.74 1.14 -3.13  0.223
H -3.32 2.14 -4.74  0.227
H -4.84 3.95 -4.01  0.227
H -4.76 4.76 -1.68  0.228
H -3.17 3.76 -0.07  0.235
N 2.09 0.27 -1.36  -0.812
C 1.93 -0.67 -2.48  -0.346
C 0.81 -1.64 -2.12  0.782
O 0.24 -2.33 -2.91  -0.516
O 0.60 -1.67 -0.79  -0.703
H 1.95 1.23 -1.65  0.399
H 3.01 0.21 -0.93  0.411
H 2.83 -1.25 -2.62  0.244
H 1.69 -0.17 -3.41  0.246
C -4.64 -3.24 -1.01  -0.178
C -3.87 -2.23 -1.57  -0.190
C -2.77 -1.72 -0.89  -0.177
C -2.43 -2.23 0.36  -0.566
C -3.20 -3.26 0.91  -0.120
C -4.30 -3.76 0.23  -0.224
Si -1.03 -1.69 1.43  1.379
C 0.10 -3.03 1.99  -0.492
C 0.46 -4.08 1.14  -0.192
C 1.31 -5.08 1.58  -0.200
C 1.81 -5.04 2.88  -0.175
C 1.45 -4.01 3.74  -0.223
C 0.60 -3.00 3.29  -0.196
H -5.49 -3.63 -1.54  0.225
H -4.13 -1.83 -2.54  0.222
H -2.18 -0.95 -1.35  0.214
H -2.94 -3.68 1.88  0.208
H -4.89 -4.55 0.67  0.226
H -1.42 -0.86 2.60  -0.171
H 0.06 -4.11 0.13  0.234
H 1.57 -5.89 0.92  0.226
H 2.46 -5.83 3.22  0.225
H 1.83 -3.99 4.75  0.223
H 0.32 -2.21 3.97  0.214

---

No. 5
C28H26BrCl3HgN4O4Si | wB97M-V/def2-TZVPD

As for the net charge: -1. The calculation puts the LUMO energy (alpha / beta) at 2.290 / 2.268 eV. The value obtained for the energy above the lowest of the compared OMol25 structures with the same formula, charge and spin is 5.3 kcal/mol. For the orbital gap (alpha / beta), the calculation gives 4.98 / 7.80 eV. The value obtained for the total energy is -163274.23925 eV. The expectation value of S² is 0.770. As for the spin multiplicity: 2.

Last column: Mulliken spin population.
Geometry (Å):
Hg 2.26 -0.52 -0.72  0.006
O 2.94 -4.71 0.62  0.000
C 2.20 -5.57 -0.08  0.000
C 2.39 -6.94 0.17  0.000
C 1.70 -7.87 -0.60  0.000
C 0.74 -7.47 -1.55  0.000
C 0.50 -6.10 -1.67  0.000
C 1.25 -5.17 -1.03  0.000
C 1.03 -3.66 -1.36  0.001
O 1.66 -2.87 -0.40  0.000
N -0.44 -3.51 -1.40  0.000
N -0.90 -2.23 -1.69  0.000
C -1.92 -1.82 -1.07  -0.003
C -2.54 -0.52 -1.33  0.001
Br -1.82 0.51 -2.74  0.002
C -3.46 -0.07 -0.46  0.000
C -3.96 1.29 -0.39  -0.001
C -4.51 1.92 -1.52  0.000
C -4.89 3.25 -1.48  0.000
C -4.68 4.03 -0.34  0.000
C -4.13 3.43 0.76  0.000
C -3.75 2.09 0.74  -0.001
H 2.61 -3.80 0.34  0.000
H 3.13 -7.20 0.93  0.000
H 1.86 -8.93 -0.50  0.000
H 0.12 -8.13 -2.12  0.000
H -0.31 -5.79 -2.35  0.000
H 1.31 -3.41 -2.41  0.000
H -0.91 -3.86 -0.57  0.000
H -2.42 -2.44 -0.28  0.000
H -3.70 -0.69 0.37  0.001
H -4.60 1.34 -2.41  0.000
H -5.23 3.78 -2.38  0.000
H -4.92 5.09 -0.37  0.000
H -3.93 3.99 1.72  0.000
H -3.39 1.60 1.65  0.000
O 0.70 1.82 5.33  -0.001
C -0.32 1.00 4.84  -0.014
C 0.05 0.63 3.46  0.062
C 0.10 -0.71 3.05  0.180
C 0.48 -0.99 1.76  -0.071
N 0.88 -0.01 0.93  0.143
C 0.86 1.29 1.28  0.206
C 0.35 1.62 2.58  -0.004
C 1.01 2.29 0.27  0.096
C 1.34 3.65 0.57  0.110
C 1.50 4.56 -0.42  -0.056
C 1.65 6.00 -0.06  -0.009
O 1.69 6.90 -1.20  0.001
C 1.37 4.13 -1.76  0.191
C 1.14 2.78 -1.99  -0.069
N 0.99 1.88 -1.04  0.131
H 0.98 2.30 4.56  0.005
H -1.34 1.43 4.86  0.004
H -0.24 0.15 5.52  0.002
H -0.20 -1.50 3.74  0.020
H 0.57 -2.00 1.39  0.000
H 0.35 2.67 2.78  0.014
H 1.31 3.90 1.61  0.023
H 2.63 6.21 0.35  0.001
H 0.88 6.30 0.64  0.000
H 0.86 6.79 -1.61  -0.001
H 1.52 4.82 -2.56  0.027
H 1.08 2.42 -2.97  -0.007
Cl 5.89 -0.01 -1.01  0.000
Si 4.13 0.02 -2.10  0.005
Cl 4.12 1.81 -3.08  0.000
Cl 4.38 -1.18 -3.79  0.001

---

No. 6
C28H26CaF3N2O4S4 | wB97M-V/def2-TZVPD

As for the net charge: -1. The calculation puts the LUMO energy at 2.143 eV. The value obtained for the energy above the lowest of the compared OMol25 structures with the same formula, charge and spin is 12.0 kcal/mol. For the orbital gap, the calculation gives 7.13 eV. The value obtained for the total energy is -110561.51288 eV. As for the spin multiplicity: 1.

Last column: natural (NBO) charge in e.
Geometry (Å):
Ca -0.78 0.42 -0.68  1.740
C 3.20 -2.68 -0.41  -0.547
C 2.84 -2.53 -1.89  -0.557
S 1.23 -3.15 -2.41  0.258
C 1.32 -4.88 -1.98  -0.572
C 0.88 -5.28 -0.55  -0.558
S -0.53 -4.35 0.07  0.200
C 0.03 -3.62 1.63  -0.550
C 1.48 -3.16 1.78  -0.538
S 2.10 -1.83 0.73  0.216
H 4.21 -2.28 -0.27  0.216
H 3.24 -3.73 -0.13  0.203
H 3.63 -3.01 -2.49  0.202
H 2.80 -1.48 -2.18  0.251
H 2.33 -5.26 -2.16  0.211
H 0.67 -5.38 -2.70  0.224
H 1.70 -5.16 0.14  0.207
H 0.62 -6.34 -0.55  0.214
H -0.16 -4.32 2.45  0.204
H -0.63 -2.76 1.77  0.272
H 2.18 -3.99 1.71  0.204
H 1.56 -2.79 2.81  0.237
O -1.86 -0.29 -2.40  -0.635
N -1.23 0.18 -3.40  0.160
N 0.04 0.30 -3.25  0.112
O 0.73 -0.03 -2.16  -0.734
C 0.76 0.87 -4.37  0.201
C 0.18 0.95 -5.63  -0.242
C 0.92 1.51 -6.66  -0.206
C 2.21 1.99 -6.44  -0.226
C 2.76 1.90 -5.17  -0.202
C 2.03 1.34 -4.12  -0.240
H -0.82 0.58 -5.79  0.241
H 0.48 1.58 -7.65  0.209
H 2.78 2.43 -7.25  0.207
H 3.76 2.27 -4.98  0.209
H 2.43 1.27 -3.12  0.249
O -6.53 6.46 -1.47  -0.685
C -6.11 5.57 -0.53  0.772
O -6.80 5.36 0.43  -0.587
C -4.77 4.95 -0.76  -0.192
C -4.13 4.33 0.30  -0.163
C -2.88 3.76 0.14  -0.265
C -2.20 3.78 -1.09  -0.094
S -0.59 3.09 -1.28  -0.573
C -2.88 4.38 -2.16  -0.254
C -4.13 4.96 -2.00  -0.212
H -5.83 6.58 -2.12  0.480
H -4.63 4.30 1.26  0.227
H -2.39 3.29 0.99  0.222
H -2.40 4.39 -3.13  0.219
H -4.61 5.38 -2.88  0.187
F 1.25 -2.01 8.64  -0.332
C 1.63 -0.84 8.08  0.976
F 1.16 0.12 8.90  -0.331
F 2.97 -0.80 8.15  -0.329
C 1.11 -0.70 6.68  -0.183
C -0.26 -0.74 6.46  -0.187
C -0.77 -0.61 5.18  -0.183
C 0.08 -0.44 4.09  -0.091
C 1.46 -0.40 4.32  -0.158
C 1.97 -0.53 5.61  -0.192
C -0.44 -0.31 2.75  -0.266
C -0.82 -0.29 1.58  -0.532
H -0.93 -0.87 7.30  0.219
H -1.84 -0.64 5.01  0.223
H 2.13 -0.28 3.48  0.224
H 3.04 -0.51 5.77  0.222

---

Q: Among the records above, which one has the highest energy above the lowest of the compared OMol25 structures with the same formula, charge and spin?
A: C28H25N3O4ReS2

---

Q: What is the total energy in the second record?
A: -78614.97765 eV

---

Q: Look up the energy above the lowest of the compared OMol25 structures with the same formula, charge and spin of the sixth one.
A: 12.0 kcal/mol